{"formula": "C14H17BF16O7", "method": "ωB97M-V/def2-TZVPD", "charge": 0, "spin_multiplicity": 1, "de_lowest_ev": 0.983, "symbols": ["C", "C", "O", "B", "O", "O", "C", "O", "O", "C", "H", "H", "H", "H", "H", "H", "H", "H", "H", "C", "C", "C", "F", "F", "F", "F", "O", "C", "C", "F", "F", "F", "F", "H", "H", "H", "H", "C", "C", "C", "F", "F", "F", "F", "O", "C", "C", "F", "F", "F", "F", "H", "H", "H", "H"], "coordinates": [[5.0448, -0.7882, -0.8759], [3.7637, -0.9892, -1.7043], [3.5304, 0.0476, -2.6592], [2.9204, 1.1418, -2.1205], [3.6841, 2.0559, -1.4572], [1.5515, 1.3237, -2.3471], [0.7531, 1.0395, -1.3158], [0.8755, 1.5319, -0.3017], [-0.2146, 0.2083, -1.6482], [-0.1892, -1.0132, -0.9242], [4.7996, -0.9302, 0.1600], [5.4588, 0.1924, -1.0351], [5.7668, -1.5144, -1.2072], [3.7680, -1.9460, -2.1919], [2.9202, -1.0013, -1.0125], [3.5518, 1.9275, -0.5123], [-0.3264, -0.8737, 0.1358], [-1.0301, -1.5817, -1.2769], [0.6967, -1.5990, -1.1129], [1.4073, 0.6436, 3.6283], [2.0524, -0.4300, 2.7388], [1.6770, -1.8810, 3.0341], [1.9887, -2.2361, 4.2948], [2.3648, -2.6973, 2.1934], [3.3937, -0.2710, 2.7553], [1.6453, -0.1726, 1.4627], [2.1601, 1.0969, 4.7389], [2.1436, 0.3522, 5.8961], [3.4987, -0.2947, 6.1874], [3.9185, -1.0277, 5.1369], [3.3861, -1.1190, 7.2518], [1.1494, -0.5553, 5.8645], [1.8670, 1.2020, 6.9032], [1.3076, 1.5248, 2.9967], [0.3911, 0.3759, 3.9157], [0.6072, -2.0435, 2.8699], [4.2461, 0.4727, 6.3998], [-5.3766, 0.2287, -4.3747], [-5.6362, -0.8222, -3.2840], [-6.3447, -0.3353, -2.0201], [-5.6593, 0.6517, -1.4075], [-6.4528, -1.3648, -1.1440], [-4.4745, -1.4350, -2.9701], [-6.4382, -1.7723, -3.8402], [-4.1044, 0.8497, -4.3845], [-3.8792, 1.9086, -3.5336], [-2.8771, 1.5615, -2.4328], [-3.2600, 0.4597, -1.7543], [-2.7963, 2.5795, -1.5463], [-5.0421, 2.3695, -3.0313], [-3.3526, 2.9009, -4.2757], [-5.4133, -0.3139, -5.3172], [-6.1798, 0.9627, -4.4300], [-7.3519, 0.0207, -2.2558], [-1.8908, 1.3784, -2.8590]]}



{"formula": "C3H3N5", "method": "ωB97M-V/def2-TZVPD", "charge": 0, "spin_multiplicity": 1, "de_lowest_ev": 3.191, "symbols": ["C", "C", "C", "H", "H", "H", "N", "N", "N", "N", "N"], "coordinates": [[-1.0182, 0.1522, -0.0883], [-0.1438, 1.3012, -0.4508], [1.3854, -0.8103, 0.4131], [-2.4546, -0.6768, 0.6879], [-0.7141, 2.0942, -0.9804], [1.9957, -1.4958, 1.0063], [-2.0583, 0.2268, 0.6042], [1.1360, 1.3932, -0.3343], [1.8401, 0.4438, 0.3597], [0.5721, -1.5259, -0.4832], [-0.5403, -1.1026, -0.7343]]}



{"formula": "C80H96O16", "method": "ωB97M-V/def2-TZVPD", "charge": 0, "spin_multiplicity": 1, "de_lowest_ev": 0.206, "symbols": ["C", "C", "C", "C", "C", "C", "C", "O", "C", "C", "C", "C", "C", "C", "C", "O", "H", "H", "H", "H", "H", "H", "H", "H", "C", "C", "C", "C", "C", "C", "C", "O", "C", "C", "C", "C", "C", "C", "C", "O", "H", "H", "H", "H", "H", "H", "H", "H", "C", "C", "C", "C", "C", "C", "C", "O", "C", "C", "C", "C", "C", "C", "C", "O", "H", "H", "H", "H", "H", "H", "H", "H", "C", "C", "C", "C", "C", "C", "C", "O", "C", "C", "C", "C", "C", "C", "C", "O", "H", "H", "H", "H", "H", "H", "H", "H", "C", "C", "C", "O", "H", "H", "H", "H", "H", "H", "H", "H", "C", "C", "C", "O", "H", "H", "H", "H", "H", "H", "H", "H", "C", "C", "C", "O", "H", "H", "H", "H", "H", "H", "H", "H", "C", "C", "C", "O", "H", "H", "H", "H", "H", "H", "H", "H", "C", "C", "C", "O", "H", "H", "H", "H", "H", "H", "H", "H", "C", "C", "C", "O", "H", "H", "H", "H", "H", "H", "H", "H", "C", "C", "C", "O", "H", "H", "H", "H", "H", "H", "H", "H", "C", "C", "C", "O", "H", "H", "H", "H", "H", "H", "H", "H"], "coordinates": [[6.2199, -8.0651, 2.3922], [7.1708, -7.0944, 2.0191], [6.7408, -6.1799, 1.0790], [5.4183, -6.2094, 0.5269], [4.5844, -7.1972, 0.8078], [4.9800, -8.0838, 1.8200], [3.2520, -7.3899, 0.1908], [2.6315, -8.4523, 0.1959], [2.7647, -6.1681, -0.5428], [1.4288, -6.1007, -0.8248], [0.9390, -4.9770, -1.5148], [1.7643, -3.9391, -1.8284], [3.1085, -4.0447, -1.6171], [3.6441, -5.1416, -0.9217], [5.0224, -5.1413, -0.4096], [5.7234, -4.2089, -0.7365], [6.4726, -8.7569, 3.1698], [8.1886, -7.1212, 2.4482], [7.4621, -5.4608, 0.6434], [4.3304, -8.8927, 2.0662], [0.7345, -6.9030, -0.5879], [-0.1175, -4.9422, -1.6026], [1.3283, -3.0412, -2.3057], [3.8498, -3.2849, -1.8961], [-1.9134, 0.8847, -4.3042], [-3.2152, 1.3008, -4.2860], [-4.1468, 0.6219, -3.5444], [-3.7767, -0.4486, -2.7374], [-2.4706, -0.9310, -2.7714], [-1.5766, -0.2102, -3.5585], [-2.0620, -2.1424, -2.0755], [-0.9733, -2.6071, -2.1851], [-3.1138, -2.8061, -1.2255], [-2.7606, -3.8331, -0.3796], [-3.6305, -4.2758, 0.5688], [-4.9660, -3.9208, 0.5256], [-5.3758, -2.9750, -0.4280], [-4.4115, -2.3782, -1.2317], [-4.8317, -1.1720, -2.0213], [-6.0101, -0.8584, -2.1770], [-1.1721, 1.3697, -4.9018], [-3.5311, 2.1123, -4.8935], [-5.1568, 0.9836, -3.5393], [-0.5136, -0.5397, -3.5947], [-1.7386, -4.1549, -0.2968], [-3.2633, -5.0056, 1.1877], [-5.6480, -4.4034, 1.1787], [-6.4003, -2.7461, -0.5400], [2.0786, 0.7609, -1.1972], [1.8773, -0.4927, -0.6336], [0.6848, -0.7626, 0.0067], [-0.2967, 0.1428, 0.0757], [-0.1878, 1.3688, -0.5839], [0.9840, 1.6930, -1.1991], [-1.3805, 2.1878, -0.8025], [-1.3783, 3.2194, -1.4263], [-2.7208, 1.5753, -0.3144], [-3.9207, 2.1488, -0.7561], [-5.1463, 1.6396, -0.3798], [-5.2362, 0.5592, 0.4560], [-4.0611, -0.1065, 0.8919], [-2.7936, 0.4306, 0.4747], [-1.5420, -0.3057, 0.7794], [-1.5482, -1.3380, 1.4581], [2.9296, 1.1242, -1.6952], [2.6592, -1.1934, -0.5167], [0.6971, -1.6191, 0.7195], [1.0869, 2.7242, -1.6014], [-3.8743, 2.9195, -1.5119], [-5.9639, 2.2009, -0.8047], [-6.1680, 0.1326, 0.8553], [-4.0721, -0.9743, 1.4940], [-1.4864, 0.6752, 4.2819], [-2.6409, -0.0189, 4.7701], [-3.9278, 0.4939, 4.5815], [-4.0953, 1.7141, 3.8918], [-2.9472, 2.4268, 3.5237], [-1.6809, 1.8951, 3.5902], [-3.1199, 3.7292, 2.6878], [-2.1921, 4.4647, 2.3232], [-4.5407, 4.0954, 2.2554], [-4.7607, 5.2406, 1.5398], [-5.9856, 5.4960, 0.9367], [-7.0654, 4.6113, 1.1668], [-6.8931, 3.4605, 1.8905], [-5.6081, 3.2047, 2.4439], [-5.3931, 2.0645, 3.3767], [-6.3000, 1.2718, 3.5242], [-0.5290, 0.2077, 4.4999], [-2.4933, -0.9931, 5.2055], [-4.8575, -0.0295, 4.7790], [-0.8724, 2.4450, 3.0740], [-3.8755, 5.9155, 1.3180], [-6.1463, 6.3799, 0.3322], [-8.0887, 4.8263, 0.7415], [-7.6929, 2.8162, 2.1527], [3.2632, 4.8017, 1.9122], [1.8252, 5.0574, 1.4915], [1.7280, 4.9910, -0.0551], [1.0199, 4.1127, 2.1406], [3.5504, 5.1589, 2.9076], [3.9455, 5.3405, 1.2474], [3.3892, 3.7554, 1.8978], [1.6190, 6.1043, 1.7511], [1.9644, 5.9716, -0.4527], [0.8779, 4.5705, -0.5575], [2.6193, 4.4340, -0.2662], [0.1262, 4.4438, 2.1215], [-4.8496, -3.6843, 4.1901], [-6.2397, -3.0970, 3.7179], [-7.0654, -2.7044, 4.9436], [-6.0091, -2.0072, 2.8353], [-4.2454, -3.0602, 4.9358], [-4.1203, -3.8157, 3.3310], [-4.9821, -4.6199, 4.7321], [-6.8318, -3.9350, 3.3039], [-8.0817, -2.3220, 4.8113], [-6.4589, -1.8851, 5.4143], [-7.0464, -3.4620, 5.6886], [-6.8160, -1.4805, 2.7261], [1.9146, 0.2801, -5.3444], [2.9695, 1.0504, -6.1794], [2.4477, 2.3847, -6.6064], [4.1978, 1.2479, -5.4129], [1.6008, 0.8834, -4.5465], [2.3360, -0.7181, -5.0539], [1.0653, 0.0494, -5.9966], [3.1840, 0.2948, -7.0372], [1.3756, 2.3276, -6.5787], [2.7924, 2.6898, -7.5851], [2.8540, 3.1165, -5.8752], [4.2656, 0.4358, -4.8803], [-6.5796, 6.6702, -3.4985], [-6.5311, 6.8155, -5.0621], [-5.4231, 5.9773, -5.6354], [-7.6920, 6.3061, -5.8019], [-5.6304, 7.1361, -3.2196], [-6.5903, 5.6184, -3.2074], [-7.3809, 7.2811, -3.1675], [-6.4046, 7.8723, -5.3022], [-5.7453, 4.9156, -5.4843], [-4.5430, 6.0556, -5.0483], [-5.0503, 6.1428, -6.7035], [-7.3470, 6.0382, -6.6048], [3.7787, 5.1761, -3.1804], [4.9612, 4.3280, -2.8172], [5.4538, 4.7718, -1.4155], [4.7429, 2.9688, -2.8903], [3.3925, 4.9246, -4.1861], [4.2149, 6.2414, -3.1806], [3.0445, 5.0113, -2.4259], [5.8542, 4.6054, -3.5541], [6.4364, 4.4813, -1.1759], [4.7848, 4.4055, -0.6537], [5.3971, 5.8859, -1.3951], [4.2133, 2.7091, -3.6588], [6.0104, -1.0239, 3.0468], [5.6884, -2.4536, 2.7024], [5.7757, -3.3983, 3.9539], [4.3906, -2.5663, 2.2220], [5.3305, -0.6370, 3.8317], [5.8301, -0.3789, 2.1177], [7.0707, -0.9776, 3.3691], [6.4231, -2.8433, 1.9852], [5.4880, -4.4103, 3.7459], [5.0731, -3.0049, 4.6547], [6.7269, -3.2545, 4.3462], [4.1554, -1.7287, 1.8208], [1.1342, -3.0566, 3.1731], [1.0435, -3.1029, 4.6413], [2.3192, -3.6176, 5.3214], [0.7927, -1.7692, 5.2065], [1.9740, -2.3839, 2.8910], [0.2607, -2.6354, 2.6427], [1.3975, -4.0187, 2.7689], [0.1769, -3.8192, 4.9019], [3.0811, -2.8856, 5.1685], [2.6694, -4.5089, 4.8679], [2.0772, -3.6524, 6.3643], [0.5706, -1.9262, 6.1648], [6.5742, -1.6151, -1.6028], [5.6977, -0.4511, -1.0919], [6.5371, 0.5695, -0.4313], [4.9804, 0.0789, -2.2366], [5.9120, -2.2902, -2.0717], [7.0515, -2.1271, -0.8266], [7.3437, -1.2299, -2.3528], [4.8688, -0.8446, -0.4853], [7.0479, 1.0159, -1.3135], [7.2366, 0.1018, 0.2610], [6.0636, 1.2621, 0.2594], [5.1869, 1.0371, -2.4351]]}



The following HOMO-LUMO gap values (in eV) correspond, in order, to the records above: 10.9612; 8.9897; 7.9987.
The following molar mass values (in g/mol) correspond, in order, to the records above: 612.06; 109.09; 1313.63.
The following E_HOMO values (in eV) correspond, in order, to the records above: -10.51; -9.87; -9.09.